No. 1
76
Properties=species:S:1:pos:R:3:forces:R:3 method="wB97M-V/def2-TZVPD" multiplicity=1 e_lumo_ev=-8.8977 homo_ha=-0.59786 energy_ev=-50207.92447 charge=+3
Ir 0.240070 0.068777 -0.066585 -0.2 -1.4 -0.5
C 1.782979 -1.956165 -2.280972 -0.1 0.3 -0.1
C 1.239819 -0.754160 -3.049763 -0.2 -0.1 0.3
N 0.366867 0.225068 -2.253252 0.5 0.5 0.2
C -1.011867 0.337527 -2.806756 0.0 0.0 -0.2
C -1.977250 -0.472861 -1.992498 -0.3 0.1 -0.1
N -1.862461 0.002499 -0.599810 -0.1 0.1 0.4
C -2.892563 -0.603569 0.295331 0.0 0.1 0.0
C -2.570590 -0.319235 1.748394 -0.1 0.1 -0.1
C -1.447447 -1.187680 2.258935 0.1 0.0 0.1
N -0.107768 -0.646169 1.873425 0.7 0.4 0.3
C 0.970035 -1.652505 2.094118 -0.1 -0.1 0.1
C 1.092391 -2.572687 0.866775 0.0 -0.1 -0.1
N 0.324304 -2.047629 -0.302687 -0.2 0.2 -0.2
C 0.712480 -2.743867 -1.579198 -0.2 0.1 0.1
H 2.498542 -1.637330 -1.533121 0.2 -0.2 -0.1
H 2.345883 -2.589541 -2.967610 -0.1 0.0 -0.1
H 0.621511 -1.110300 -3.872017 0.1 0.0 0.0
H 2.061290 -0.191028 -3.491423 0.0 0.1 0.0
H 0.780411 1.142008 -2.378163 0.1 0.0 -0.3
H -1.037334 0.034412 -3.852474 0.0 0.0 0.0
H -1.301683 1.390730 -2.774472 0.0 0.0 0.0
H -1.793207 -1.545296 -2.024223 0.1 0.0 0.0
H -2.989671 -0.313633 -2.372304 0.0 0.0 0.1
H -2.087745 0.993603 -0.645235 0.0 0.0 0.2
H -2.927056 -1.674873 0.081286 0.0 0.0 0.1
H -3.875484 -0.206160 0.036974 0.0 0.0 -0.1
H -3.462905 -0.455937 2.358623 0.0 -0.1 0.0
H -2.287993 0.733712 1.860274 -0.1 0.0 0.1
H -1.522267 -2.210833 1.882401 0.0 0.0 0.0
H -1.472341 -1.255885 3.347042 0.1 0.0 0.0
H 0.059893 0.151110 2.484128 0.0 -0.2 0.2
H 0.780555 -2.222980 3.004362 0.0 0.0 0.0
H 1.899025 -1.104390 2.237229 0.0 0.0 0.0
H 0.774996 -3.597443 1.060171 0.0 0.0 0.1
H 2.140225 -2.614199 0.571144 0.0 -0.1 -0.1
H -0.662525 -2.244768 -0.161059 0.1 -0.4 0.1
H -0.189953 -2.833095 -2.182488 0.0 -0.1 -0.1
H 1.048812 -3.758327 -1.364982 0.0 0.0 0.2
C 2.735232 2.240723 -1.537694 0.1 0.2 0.0
Te 2.915834 0.517326 -0.288925 0.1 0.0 0.2
C 4.050643 1.802391 0.999152 0.0 0.0 0.0
C 4.572631 2.856842 0.048525 0.1 -0.1 0.2
C 5.685867 3.613912 0.401280 0.0 0.0 0.0
C 6.138648 4.608554 -0.450273 0.0 0.0 0.1
C 5.492230 4.843112 -1.656415 0.0 0.0 -0.1
C 4.394567 4.079471 -2.018206 0.0 0.0 0.0
C 3.933652 3.083772 -1.162683 -0.1 0.0 -0.1
H 1.784575 2.738920 -1.323271 0.0 0.0 0.0
H 2.767293 1.938871 -2.585346 0.1 0.0 0.0
H 4.839038 1.189729 1.433300 0.0 0.0 0.0
H 3.457772 2.227927 1.799037 0.0 0.1 0.1
H 6.200555 3.426081 1.335695 0.0 0.0 0.0
H 7.005093 5.195270 -0.176653 0.0 0.0 0.0
H 5.853269 5.614301 -2.323350 0.0 0.0 0.0
H 3.904796 4.254459 -2.968626 0.0 0.0 0.0
N 3.260537 7.566672 6.931774 0.0 -0.1 -0.1
C 2.761508 6.910489 6.132578 0.0 0.0 0.0
C 2.152870 6.082284 5.123991 0.1 0.1 0.1
C 1.103724 6.570802 4.353517 0.0 0.0 0.0
C 0.532335 5.777818 3.371417 0.0 0.1 0.0
C 1.017027 4.497568 3.168281 -0.1 -0.1 -0.1
C 2.055135 3.993330 3.938441 0.0 0.0 0.0
C 2.623413 4.788458 4.916887 0.0 0.0 0.0
N 0.425754 3.670399 2.129019 0.1 0.1 0.1
C -0.648565 3.993810 1.340042 -0.1 0.0 0.1
C -0.855545 2.938499 0.514146 0.2 -0.1 -0.1
N 0.095105 1.965680 0.773238 -0.5 0.7 -0.7
C 0.846545 2.453201 1.755057 -0.3 -0.1 0.1
H 0.732272 7.572114 4.521993 0.0 0.0 0.0
H -0.278714 6.185580 2.785994 0.0 0.0 0.0
H 2.428117 2.985028 3.816966 0.0 0.0 0.0
H 3.429272 4.406906 5.528648 0.0 0.0 0.0
H -1.184739 4.921180 1.426261 0.0 0.0 0.0
H -1.610362 2.838417 -0.245841 0.0 0.1 0.0
H 1.652399 1.929360 2.226795 0.0 0.0 0.0

No. 2
75
Properties=species:S:1:pos:R:3:forces:R:3 method="wB97M-V/def2-TZVPD" multiplicity=1 e_lumo_ev=0.6094 homo_ha=-0.24665 energy_ev=-43262.04390 smiles="CCCN(CCC)C(=O)C1CCN(c2cc(C)nc3c(-c4ccc(OC)c(OC)c4)c(C)nn23)CC1"
C -5.169825 2.116905 -3.634771 -0.1 0.1 0.2
C -5.744267 2.026613 -2.226897 0.0 -0.3 -0.1
C -5.610505 0.628039 -1.604124 -0.2 0.5 0.1
N -4.237084 0.215501 -1.412840 0.1 -0.2 -0.3
C -3.620469 -0.610780 -2.442533 0.3 -0.3 0.1
C -3.492782 -2.063870 -1.977638 0.1 0.1 -0.3
C -2.888897 -2.941940 -3.064801 -0.1 0.1 0.2
C -3.421335 0.609233 -0.403365 -0.4 0.4 0.1
O -2.228585 0.368980 -0.442481 0.4 -0.1 0.0
C -4.055687 1.301261 0.809442 0.1 0.1 0.0
C -4.741269 0.248159 1.693122 0.1 0.0 -0.1
C -3.735327 -0.835264 2.102498 -0.3 -0.3 0.1
N -2.425329 -0.270062 2.370532 0.4 0.0 -0.2
C -1.323717 -0.831551 1.805186 -0.4 -0.5 0.3
C -1.281814 -2.170066 1.434052 0.0 0.1 -0.1
C -0.146068 -2.706766 0.811400 0.0 0.2 0.1
C -0.134370 -4.138767 0.373569 0.0 0.0 0.0
N 0.935188 -2.000893 0.585529 0.2 -0.6 -0.3
C 0.932092 -0.736186 0.993349 0.0 0.7 0.1
C 1.921962 0.250310 0.911147 -0.6 -0.1 0.2
C 3.252671 0.079804 0.351644 0.3 -0.3 -0.1
C 3.859141 -1.168808 0.358856 -0.1 0.2 0.1
C 5.130969 -1.341141 -0.161874 0.3 0.1 -0.2
C 5.828301 -0.273823 -0.701821 0.1 0.1 -0.1
O 7.088539 -0.338279 -1.233361 -0.4 0.3 0.1
C 7.731996 -1.584391 -1.253051 0.1 -0.2 0.0
C 5.216097 0.995847 -0.730049 0.3 0.0 -0.1
O 5.960672 1.996641 -1.295340 0.0 -0.5 0.1
C 5.402474 3.281736 -1.358384 -0.1 0.2 0.0
C 3.946457 1.156033 -0.209780 0.1 0.0 -0.1
C 1.338288 1.378048 1.515767 -0.2 -0.5 0.0
C 1.928013 2.719534 1.780356 -0.1 0.0 0.0
N 0.102357 1.130756 1.930878 -0.1 1.0 0.2
N -0.166299 -0.139655 1.614139 0.7 -0.5 -0.3
C -2.493420 1.111166 2.792827 0.0 0.6 0.2
C -2.970559 2.006634 1.641927 0.1 -0.1 0.0
H -4.100051 1.926240 -3.625232 0.1 0.0 -0.1
H -5.333420 3.112389 -4.040558 0.0 0.1 -0.1
H -5.649918 1.397791 -4.295366 0.0 -0.1 -0.1
H -6.806005 2.282070 -2.249144 0.0 0.1 0.1
H -5.237108 2.755205 -1.591891 -0.1 0.0 0.1
H -6.088248 -0.104143 -2.259963 0.0 0.0 0.1
H -6.148075 0.613340 -0.653896 0.0 -0.1 -0.1
H -2.621211 -0.218246 -2.650250 -0.1 0.0 -0.1
H -4.220866 -0.558525 -3.350453 0.0 0.1 0.0
H -2.851659 -2.086982 -1.094841 -0.1 0.0 0.1
H -4.480215 -2.441933 -1.697638 0.0 0.0 0.1
H -1.890501 -2.593938 -3.317236 0.1 0.0 -0.1
H -3.501315 -2.918986 -3.964200 0.0 0.0 -0.1
H -2.817526 -3.972538 -2.725727 0.0 -0.1 -0.1
H -4.792993 2.032642 0.473579 0.0 -0.1 0.0
H -5.568708 -0.236839 1.173398 0.0 0.0 0.1
H -5.153959 0.748633 2.571189 0.0 0.0 0.0
H -4.101357 -1.366029 2.992445 0.0 0.0 -0.2
H -3.656288 -1.551942 1.283490 0.0 0.0 0.1
H -2.121676 -2.817523 1.620073 -0.1 0.0 0.1
H 0.828309 -4.370750 -0.071330 0.0 0.0 0.0
H -0.308990 -4.797065 1.223285 0.0 -0.1 0.0
H -0.919579 -4.314968 -0.360121 -0.1 -0.1 -0.1
H 3.325901 -2.011150 0.767460 0.0 -0.1 0.0
H 5.573343 -2.324752 -0.138046 0.1 -0.1 0.0
H 7.175644 -2.319016 -1.846126 0.0 0.0 0.0
H 8.701236 -1.408305 -1.718003 -0.1 -0.1 0.0
H 7.883979 -1.979079 -0.241943 0.0 0.0 0.0
H 4.487634 3.298302 -1.961565 0.0 0.0 0.0
H 6.156471 3.907171 -1.834751 -0.1 0.0 0.0
H 5.183226 3.678968 -0.360601 0.0 0.0 0.0
H 3.463008 2.116018 -0.260616 0.0 0.1 0.0
H 2.977608 2.626056 2.050763 0.1 0.1 0.0
H 1.381775 3.194747 2.591889 0.0 0.0 0.0
H 1.846734 3.357170 0.899802 0.1 0.1 0.0
H -3.188570 1.155055 3.637461 0.0 0.0 0.0
H -1.509634 1.437283 3.122218 -0.4 0.0 0.1
H -2.113165 2.221924 1.003329 0.0 0.1 0.1
H -3.349854 2.945060 2.047437 0.0 0.0 0.0

No. 3
84
Properties=species:S:1:pos:R:3:forces:R:3 method="wB97M-V/def2-TZVPD" multiplicity=1 e_lumo_ev=1.5450 homo_ha=-0.13523 energy_ev=-73674.69889 charge=-1
Rb -0.325131 1.511403 0.030739 2.3 -0.5 -0.3
C 0.510199 1.528204 -4.141583 0.1 -0.3 0.1
C 1.038153 0.576226 -3.233477 0.0 0.2 0.0
N 1.578332 0.895613 -2.088928 0.2 0.4 -0.1
C 1.663891 2.222807 -1.743469 0.5 -0.3 -0.2
C 1.172142 3.243786 -2.586533 0.1 0.1 -0.1
C 0.581859 2.842707 -3.812560 0.0 0.2 0.1
C 1.254523 4.604497 -2.196510 0.0 -0.2 -0.1
C 1.803941 4.905599 -0.983386 0.1 -0.1 0.3
C 2.276621 3.900333 -0.111915 -0.1 0.3 -0.3
C 2.212761 2.548776 -0.431823 0.6 -0.2 -0.1
N 2.443761 1.529207 0.451002 0.4 0.2 0.0
C 3.433367 1.567939 1.358891 -0.2 -0.1 0.2
C 4.632984 2.297207 1.252079 0.1 -0.1 0.2
C 5.660610 2.214230 2.208799 -0.1 0.1 -0.3
C 5.568379 1.429411 3.328003 -0.2 -0.1 0.0
C 4.378731 0.683496 3.515737 0.1 0.0 0.0
C 4.199125 -0.141083 4.651264 0.2 0.1 0.0
C 3.047253 -0.841006 4.823142 -0.2 -0.1 0.0
C 2.044518 -0.712378 3.840344 0.1 0.0 0.1
N 2.159960 0.032799 2.774560 0.4 0.3 -0.2
C 3.317589 0.739536 2.573623 -0.4 -0.1 -0.2
H 0.044611 1.201238 -5.060409 0.0 0.0 0.0
H 1.004130 -0.486570 -3.468926 -0.1 0.1 0.0
H 0.172130 3.604238 -4.466177 0.0 0.0 0.0
H 0.863839 5.375683 -2.850036 0.0 0.0 0.0
H 1.851210 5.941687 -0.663108 0.0 -0.1 0.0
H 2.653428 4.171974 0.864664 0.0 0.1 0.0
H 4.770589 2.924142 0.378995 0.0 0.0 0.1
H 6.565258 2.795855 2.049781 -0.1 0.0 -0.1
H 6.366375 1.372777 4.061224 -0.1 0.0 -0.1
H 5.001791 -0.204270 5.380259 0.0 0.0 0.0
H 2.895717 -1.484800 5.680452 0.0 0.0 0.0
H 1.110851 -1.260598 3.957174 0.0 0.0 0.0
N 2.309898 -2.090095 0.201648 0.0 -0.2 0.0
C 1.422485 -2.539038 -0.878084 0.1 0.2 0.1
C 0.285683 -3.401217 -0.350317 0.0 0.0 0.2
C -0.492366 -4.130466 -1.442032 0.0 -0.1 0.1
C -1.415365 -3.241841 -2.258872 -0.1 0.5 0.1
N -2.578761 -2.775784 -1.478917 0.1 -0.1 0.1
H 1.833397 -1.425570 0.799348 -0.2 0.1 0.1
H 3.052792 -1.523520 -0.190451 0.1 0.0 -0.1
H 2.009024 -3.139010 -1.577571 0.1 -0.1 0.0
H 1.037980 -1.687103 -1.446920 -0.2 0.0 -0.1
H -0.409109 -2.797410 0.245969 0.1 0.0 0.0
H 0.726381 -4.126992 0.340123 0.0 -0.1 0.0
H -1.120071 -4.904023 -0.989564 0.0 0.0 0.0
H 0.216944 -4.638910 -2.111248 -0.1 0.1 0.0
H -1.780252 -3.811459 -3.114301 -0.1 -0.1 0.0
H -0.837390 -2.405110 -2.674090 0.0 0.0 0.0
H -3.344750 -2.562714 -2.102822 0.0 0.0 -0.1
H -2.406094 -1.884223 -1.013544 0.3 -0.1 -0.2
O -2.544905 2.824976 -1.356131 -0.2 -0.4 0.6
P -3.305185 1.424442 -1.015315 -0.3 0.0 0.3
O -4.512425 1.197696 -1.822991 0.0 0.2 -0.1
O -2.265423 0.346518 -0.871414 -1.1 -0.6 -0.4
O -3.779568 1.742641 0.577754 0.1 0.2 0.0
P -3.177271 2.840008 1.618180 0.4 -0.2 -0.3
O -3.890268 4.211034 1.179379 -0.3 0.1 0.1
O -3.614198 2.431472 2.984177 0.0 -0.1 0.1
O -1.705192 3.014418 1.297892 -1.9 0.9 1.0
H -2.165361 3.107350 -0.481885 -0.1 0.5 -0.7
H -4.839120 4.169161 1.366309 0.2 0.0 -0.1
C -2.519430 -2.021665 4.320900 -0.1 0.4 -0.2
C -1.670416 -2.542881 3.131715 -0.1 0.2 -0.1
N -1.814390 -1.664025 1.976812 -0.1 0.2 0.3
C -1.199300 -0.352625 2.265598 -0.2 -0.4 0.2
C -1.690607 0.189007 3.619764 -0.3 -0.4 -0.1
N -2.931884 -0.619784 3.965125 0.1 -0.2 -0.4
C -3.920189 -0.657944 2.795663 0.5 -0.2 0.3
C -3.241576 -1.476008 1.667500 0.2 0.1 0.3
H -1.968866 -1.974472 5.255795 0.1 0.0 0.1
H -3.434249 -2.588182 4.469927 -0.1 -0.1 0.0
H -1.992493 -3.548447 2.871289 0.0 -0.1 -0.1
H -0.619497 -2.591200 3.407459 0.1 0.0 0.0
H -1.504689 0.315292 1.471602 -0.5 -0.4 0.4
H -0.105933 -0.414342 2.268003 -0.1 -0.1 -0.1
H -2.006234 1.224808 3.586904 0.0 0.2 -0.1
H -0.983350 0.026191 4.432608 0.0 0.0 0.0
H -3.385477 -0.167741 4.748798 -0.1 0.1 0.1
H -4.110197 0.378284 2.536167 0.0 0.1 -0.1
H -4.828442 -1.117760 3.184132 0.0 0.0 0.0
H -3.325841 -0.941539 0.726089 0.0 0.1 0.0
H -3.698370 -2.457968 1.543448 0.0 0.0 0.0